82
Properties=species:S:1:pos:R:3:lowdin_spin:R:1 method="wB97M-V/def2-TZVPD" homo_lumo_gap_ev="6.784 / 6.845" relative_energy_ev=0.000 lumo_energy_ev="0.322 / 0.328" spin_multiplicity=2 s_squared=0.76 energy_ev=-335709.68339
Ti -0.378 -1.152 -0.732 0.9865
C 2.313 -3.549 0.361 0.0004
O 1.167 -2.874 0.871 0.0023
C 0.474 -3.732 1.747 0.0000
C -0.726 -2.987 2.271 0.0007
O -1.601 -2.622 1.223 0.0054
C -2.617 -3.562 0.907 0.0000
C -3.750 -2.797 0.241 0.0001
O -3.300 -2.071 -0.888 0.0000
C -3.752 -2.589 -2.124 0.0000
H 2.991 -3.789 1.188 0.0000
H 2.012 -4.466 -0.156 0.0004
H 2.801 -2.889 -0.349 -0.0001
H 0.171 -4.645 1.210 -0.0001
H 1.124 -4.021 2.587 0.0000
H -1.257 -3.587 3.019 0.0002
H -0.399 -2.051 2.741 0.0001
H -2.229 -4.355 0.253 -0.0002
H -2.998 -4.018 1.833 0.0000
H -4.536 -3.511 -0.038 0.0000
H -4.177 -2.083 0.957 0.0000
H -3.486 -3.644 -2.237 0.0000
H -4.837 -2.464 -2.218 0.0000
H -3.247 -2.028 -2.907 -0.0001
C 0.985 2.479 -2.280 0.0001
C 2.237 2.632 -1.468 -0.0007
C 3.229 3.494 -1.916 0.0001
C 4.393 3.706 -1.194 -0.0006
C 4.573 3.053 0.011 0.0000
C 3.596 2.185 0.471 -0.0009
C 2.434 1.955 -0.256 -0.0015
P 1.113 0.851 0.388 0.0020
C 1.892 0.147 1.892 0.0030
C 2.972 -0.683 1.587 0.0009
C 3.687 -1.338 2.569 0.0000
C 3.308 -1.189 3.894 0.0004
C 2.228 -0.384 4.205 0.0000
C 1.501 0.301 3.230 0.0005
C 0.358 1.157 3.709 0.0001
C -0.146 2.074 0.840 -0.0014
C 0.088 3.425 1.059 -0.0002
C -0.979 4.286 1.254 -0.0013
C -2.277 3.786 1.229 0.0000
C -2.507 2.435 1.028 -0.0015
C -1.444 1.549 0.832 -0.0010
C -1.612 0.090 0.638 -0.0130
H 1.052 3.074 -3.190 0.0000
H 0.116 2.820 -1.712 0.0000
H 0.826 1.437 -2.563 0.0002
H 3.083 4.007 -2.856 0.0000
H 5.149 4.378 -1.572 0.0000
H 5.467 3.213 0.595 0.0000
H 3.750 1.684 1.416 0.0000
H 3.251 -0.817 0.548 -0.0001
H 4.524 -1.964 2.299 0.0000
H 3.850 -1.695 4.680 0.0000
H 1.931 -0.271 5.240 0.0000
H 0.153 0.936 4.756 0.0000
H -0.558 0.995 3.147 0.0000
H 0.597 2.219 3.632 0.0000
H 1.102 3.808 1.053 0.0000
H -0.804 5.340 1.415 -0.0001
H -3.113 4.455 1.376 0.0000
H -3.519 2.052 1.034 -0.0001
H -2.665 -0.168 0.470 -0.0001
H -1.328 -0.401 1.579 0.0010
Se 1.924 -0.944 -2.056 -0.0159
Se 2.511 -2.889 -3.231 0.0033
Se 0.377 -3.669 -3.812 0.0074
Se -0.582 -3.599 -1.705 -0.0074
C -3.110 2.679 -3.752 0.0004
N -2.365 1.477 -3.463 0.0042
C -1.764 0.641 -4.369 0.0007
C -1.131 -0.317 -3.644 0.0044
N -1.327 -0.078 -2.302 0.0085
C -2.079 1.006 -2.239 0.0117
H -3.273 2.736 -4.826 0.0000
H -2.551 3.557 -3.427 0.0001
H -4.074 2.651 -3.247 0.0001
H -1.836 0.802 -5.426 -0.0001
H -0.544 -1.153 -3.988 0.0008
H -2.431 1.475 -1.340 0.0004

---

77
Properties=species:S:1:pos:R:3:lowdin_charge:R:1 method="wB97M-V/def2-TZVPD" homo_lumo_gap_ev=6.369 relative_energy_ev=1.657 lumo_energy_ev=-1.268 energy_ev=-284711.50169
Pd -0.105 -0.550 0.491 0.3377
C 3.608 1.978 0.945 -0.1583
C 2.363 1.195 1.397 -0.3572
Ge 0.719 1.714 0.423 0.7664
C 0.035 3.335 1.221 -0.4056
C 0.974 4.538 1.028 -0.1514
C 1.259 1.951 -1.423 -0.2342
C 1.465 0.920 -2.256 -0.3212
Ge 0.811 -0.869 -1.709 0.8997
C 2.102 -2.311 -1.872 -0.3502
C 2.737 -2.545 -3.251 -0.1592
C -0.927 -1.275 -2.541 -0.3627
C -1.034 -1.687 -4.015 -0.1622
C 2.127 1.149 -3.579 -0.2335
C 1.854 0.355 -4.690 -0.0641
C 2.432 0.619 -5.925 -0.0722
C 3.313 1.682 -6.068 -0.0897
C 3.631 2.457 -4.960 -0.0789
C 3.049 2.189 -3.730 -0.0438
H 4.514 1.560 1.390 0.0688
H 3.560 3.028 1.233 0.0487
H 3.729 1.940 -0.140 0.0543
H 2.178 1.325 2.466 0.0626
H 2.523 0.130 1.231 0.0287
H -0.117 3.131 2.283 0.0617
H -0.945 3.537 0.791 0.0299
H 1.940 4.382 1.510 0.0493
H 0.540 5.444 1.457 0.0698
H 1.165 4.740 -0.029 0.0629
H 1.480 2.963 -1.771 0.0622
H 1.577 -3.201 -1.530 0.0381
H 2.882 -2.107 -1.133 0.0647
H 1.991 -2.817 -4.002 0.0569
H 3.460 -3.363 -3.200 0.0692
H 3.264 -1.664 -3.618 0.0565
H -1.541 -0.393 -2.352 0.0332
H -1.336 -2.065 -1.909 0.0359
H -0.732 -0.888 -4.692 0.0498
H -2.069 -1.933 -4.265 0.0693
H -0.428 -2.568 -4.241 0.0616
H 1.180 -0.482 -4.592 0.0671
H 2.197 -0.011 -6.774 0.1057
H 3.756 1.898 -7.031 0.1011
H 4.341 3.270 -5.053 0.1028
H 3.325 2.784 -2.867 0.1032
Br 1.581 -6.609 2.805 0.7277
C 1.051 -4.959 2.050 -0.7062
C 0.306 -4.958 0.880 -0.1298
C -0.036 -3.745 0.296 -0.1436
C 0.312 -2.531 0.886 -0.2861
C 1.058 -2.572 2.067 -0.1381
C 1.430 -3.779 2.661 -0.1314
H 0.009 -5.894 0.425 0.0999
H -0.608 -3.762 -0.627 0.0910
H 1.366 -1.653 2.550 0.0815
H 2.009 -3.798 3.576 0.0990
C -5.730 0.375 5.568 -0.0485
C -4.733 0.453 4.441 -0.2647
C -4.347 1.671 3.908 -0.0187
C -3.495 1.761 2.809 -0.2903
C -3.128 3.131 2.304 -0.0820
C -3.022 0.577 2.220 -0.4790
Se -2.186 0.686 0.484 0.7796
C -3.347 -0.672 2.786 -0.2885
C -2.824 -1.978 2.261 -0.0742
C -4.199 -0.701 3.884 -0.0178
H -5.930 1.359 5.992 0.0731
H -5.377 -0.279 6.367 0.0795
H -6.678 -0.032 5.209 0.0835
H -4.724 2.588 4.351 0.1131
H -3.576 3.898 2.935 0.0797
H -3.465 3.283 1.277 0.0750
H -2.049 3.268 2.306 0.0277
H -1.741 -2.013 2.304 0.0417
H -3.102 -2.128 1.218 0.0738
H -3.209 -2.809 2.853 0.0817
H -4.461 -1.664 4.311 0.1179